(1)
One molecule with the formula C17H16ClNOS, computed with ωB97M-V with the def2-TZVPD basis set.

Its SMILES is O=C(/C=C/c1ccccc1)NCCSc1ccc(Cl)cc1. For the energy, the calculation gives -44784.32111 eV.

XYZ file:
```
37
Properties=species:S:1:pos:R:3:forces:R:3
O -2.5387 -1.1121 2.9595 -0.13 -0.07 0.27
C -1.4891 -1.1850 2.3481 0.01 0.10 -0.36
N -1.3049 -0.5743 1.1477 0.20 0.07 -0.23
H -0.4012 -0.6118 0.7032 -0.08 -0.10 0.06
C -2.2508 0.3734 0.6207 -0.22 0.14 0.11
C -1.7519 1.8058 0.7934 0.27 -0.10 -0.49
H -2.4911 2.5407 0.4804 -0.05 0.02 0.09
H -1.4935 1.9886 1.8366 -0.04 0.05 -0.01
S -0.1916 2.0958 -0.1098 -0.02 0.11 0.28
C -0.6420 2.0378 -1.8194 -0.06 -0.03 0.23
C 0.4039 1.8721 -2.7250 -0.15 0.02 0.13
C 0.1588 1.8426 -4.0821 -0.10 0.03 -0.10
C -1.1437 1.9733 -4.5421 0.01 0.01 0.23
C -2.1905 2.1424 -3.6514 0.05 -0.01 -0.18
C -1.9398 2.1796 -2.2913 0.11 -0.01 0.01
H -2.7682 2.3270 -1.6171 -0.05 0.00 0.07
H -3.1997 2.2497 -4.0164 -0.08 0.00 -0.08
Cl -1.4626 1.9270 -6.2402 -0.03 -0.01 -0.19
H 0.9701 1.7154 -4.7809 0.06 -0.01 -0.09
H 1.4115 1.7715 -2.3518 0.14 -0.05 -0.01
H -2.4349 0.1573 -0.4369 -0.05 0.04 0.14
H -3.1775 0.2412 1.1870 0.08 0.00 -0.17
C -0.3392 -1.9712 2.8445 0.42 0.00 0.19
C 0.9432 -1.6510 2.6473 -0.65 0.09 -0.09
C 2.1026 -2.3525 3.1749 0.52 -0.25 0.18
C 3.3693 -1.7958 2.9792 -0.25 -0.03 0.00
C 4.5027 -2.4209 3.4614 0.14 -0.06 0.05
C 4.3955 -3.6200 4.1461 0.07 0.04 -0.02
C 3.1466 -4.1878 4.3432 -0.02 -0.06 0.05
C 2.0117 -3.5635 3.8646 -0.02 0.13 -0.08
H 1.0481 -4.0218 4.0231 -0.10 -0.06 0.02
H 3.0590 -5.1243 4.8744 -0.02 -0.07 0.03
H 5.2802 -4.1109 4.5235 0.07 -0.04 0.03
H 5.4729 -1.9733 3.3027 0.07 0.03 -0.01
H 3.4596 -0.8596 2.4462 -0.02 0.08 -0.06
H 1.1893 -0.7690 2.0655 -0.06 0.09 -0.07
H -0.6248 -2.7920 3.4851 -0.02 -0.09 0.06
```
Forces are in eV/Å.

(2)
C17H16CuN2O4S as an isolated structure, computed with ωB97M-V with the def2-TZVPD basis set.

Its charge is -2. As for the expectation value of S²: 0.766. As for the multiplicity: 2. For the energy, the calculation gives -84534.28206 eV.

XYZ file:
```
41
Properties=species:S:1:pos:R:3:forces:R:3
Cu -0.5532 -0.9373 0.5121 -0.21 0.82 0.02
O -4.8261 -2.7160 -0.5629 0.01 -0.18 0.08
C -3.5130 -2.2036 -0.5717 -0.18 0.07 -0.14
O -3.3697 -1.0428 -0.9438 0.05 0.06 0.07
C -2.5384 -3.1532 -0.1669 0.18 -0.12 0.05
C -2.8707 -4.5259 0.0132 -0.12 -0.08 -0.03
C -1.8918 -5.4550 0.2045 0.04 0.14 -0.01
C -0.5393 -5.0267 0.2539 0.07 -0.16 -0.01
C -0.2821 -3.6724 0.2049 -0.14 0.06 -0.02
N -1.2232 -2.7374 0.0175 -0.26 -0.40 -0.05
C 1.1326 -3.1350 0.4432 0.31 0.07 0.07
O 2.0898 -3.9140 0.3359 -0.13 -0.03 0.01
O 1.1881 -1.9036 0.7571 0.46 -0.43 0.01
H -5.3517 -1.9450 -0.7994 0.05 0.11 -0.08
H -3.9127 -4.8115 -0.0339 0.00 -0.02 -0.01
H -2.1381 -6.5047 0.3257 -0.05 0.00 -0.01
H 0.2808 -5.7203 0.3697 0.05 0.08 0.05
S -1.9168 1.7775 1.6128 0.26 -0.07 -0.10
C -0.8727 0.9334 0.6277 -0.23 0.08 0.41
C 1.5726 2.7996 2.5523 0.03 -0.06 -0.03
N 2.5705 2.4759 1.5525 -0.03 0.07 -0.18
C 3.1022 3.6764 0.9490 0.04 -0.06 0.09
C 2.1594 1.4740 0.5534 -0.01 -0.06 0.14
C 1.1898 1.8903 -0.5405 -0.19 -0.14 0.11
C 1.7171 2.4140 -1.7169 -0.04 0.15 -0.06
C 0.9181 2.7727 -2.7914 0.03 0.01 -0.05
C -0.4555 2.5973 -2.6916 0.00 0.09 -0.05
C -1.0048 2.0630 -1.5434 -0.07 0.04 0.13
C -0.2076 1.6788 -0.4522 0.26 0.10 -0.34
H 2.0564 3.3619 3.3602 -0.04 -0.01 -0.02
H 1.1581 1.8816 2.9625 -0.06 -0.03 0.02
H 0.7376 3.3960 2.1631 -0.10 0.01 -0.04
H 3.5371 4.3055 1.7321 0.01 0.02 -0.02
H 2.3449 4.2727 0.4133 0.01 -0.01 -0.02
H 3.8907 3.4113 0.2393 0.00 0.05 0.00
H 1.7499 0.6093 1.0807 0.06 0.00 0.00
H 3.0896 1.1576 0.0705 -0.08 -0.10 -0.03
H 2.7943 2.5299 -1.7976 0.00 -0.02 0.03
H 1.3579 3.1608 -3.7036 0.03 0.01 0.02
H -1.0985 2.8728 -3.5211 -0.02 -0.03 0.01
H -2.0717 1.8919 -1.4702 0.02 -0.04 -0.01
```
Forces are in eV/Å.

(3)
A 2-piece molecular cluster, C17H16F3NO2 overall, computed with ωB97M-V with the def2-TZVPD basis set.

For the energy above the lowest of the compared OMol25 structures with the same formula, charge and spin, the calculation gives 102.6 kJ/mol.

XYZ file:
```
39
Properties=species:S:1:pos:R:3:forces:R:3
C 0.2743 -4.3205 -1.5176 -0.68 0.28 -0.56
N -0.5863 -4.1019 -0.3752 0.73 -0.83 0.64
C 0.0080 -3.7078 0.7289 -1.20 -0.22 -0.64
C -0.9265 -4.1268 1.9313 0.63 0.31 -0.76
F -2.1835 -3.6192 1.7245 0.51 -0.45 0.76
F -1.0300 -5.4926 2.0337 -0.12 1.31 0.27
F -0.4544 -3.6526 3.1105 -0.68 -0.40 -0.28
O 1.0685 -3.0962 0.9421 0.34 -0.05 0.21
H -0.3060 -4.9305 -2.2314 0.25 0.28 0.04
H 0.4975 -3.3657 -2.0162 0.35 0.00 -0.29
H 1.2230 -4.8647 -1.3596 -0.21 0.35 0.40
C -2.9902 4.1641 2.9799 -0.01 -0.14 -0.12
O -3.2829 2.8540 2.4497 1.04 -0.21 -0.90
C -2.4228 2.2995 1.5614 -0.16 -0.08 0.52
C -2.6808 0.9460 1.2144 -0.35 0.69 0.55
C -1.7896 0.2664 0.4437 0.26 -0.32 -0.44
C -0.6125 0.8898 -0.0903 -0.08 0.18 -0.24
C 0.2712 0.0856 -0.8486 -0.48 0.57 0.40
C 1.5436 0.4463 -1.3782 1.21 0.31 -0.57
C 2.0915 -0.3059 -2.4617 -0.44 0.05 0.52
C 3.2994 0.0341 -3.0494 0.13 0.17 0.04
C 4.0044 1.1545 -2.5915 -0.11 -0.05 -0.07
C 3.5096 1.9100 -1.5221 -0.02 -0.11 0.03
C 2.3258 1.5401 -0.9046 -0.31 -0.14 -0.10
C -0.4695 2.3012 0.1411 -0.05 -0.10 0.25
C -1.3112 2.9796 0.9956 -0.29 0.01 0.22
H -3.8260 4.3441 3.6565 0.25 0.19 -0.08
H -2.0344 4.1676 3.5313 -0.39 -0.10 -0.21
H -2.9620 4.9220 2.1803 -0.11 -0.28 0.29
H -3.5811 0.4905 1.6322 0.38 0.01 -0.19
H -1.9690 -0.7826 0.2063 0.11 0.11 0.16
H -0.0903 -0.9181 -1.0692 0.14 -0.07 0.06
H 1.5198 -1.1543 -2.8243 0.14 -0.02 0.03
H 3.7097 -0.5754 -3.8595 -0.24 0.25 0.30
H 4.9506 1.4391 -3.0646 -0.39 -0.16 0.21
H 4.0623 2.7797 -1.1558 -0.16 -0.40 -0.10
H 1.9943 2.0840 -0.0276 0.23 -0.15 -0.08
H 0.2970 2.8829 -0.3632 -0.18 -0.25 0.09
H -1.1414 4.0337 1.2471 -0.05 -0.53 -0.35
```
Forces are in eV/Å.

(4)
A 2-piece molecular cluster, C17H16FNO2 overall, computed with ωB97M-V with the def2-TZVPD basis set.

For the energy above the lowest of the compared OMol25 structures with the same formula, charge and spin, the calculation gives 95.0 kJ/mol.

XYZ file:
```
37
Properties=species:S:1:pos:R:3:forces:R:3
C -1.9196 -1.7420 1.9495 -0.18 -0.03 0.31
C -0.4849 -1.1844 1.8450 0.68 -2.77 -0.52
N -0.3874 0.1853 1.6201 0.27 0.30 -1.16
C 0.1645 0.9721 2.6560 1.88 1.05 0.14
C -0.8249 1.9101 3.3807 -0.26 -0.21 0.31
O 1.3752 1.0713 2.8654 -1.85 -0.18 -0.26
O 0.4605 -1.9887 1.8127 -1.63 1.78 0.27
H -2.6817 -0.9535 2.0574 0.39 -0.27 -0.23
H -2.1330 -2.3648 1.0627 0.15 0.47 0.15
H -2.0384 -2.4414 2.7929 0.37 0.31 -0.16
H -1.8716 1.6128 3.1924 0.52 0.27 -0.02
H -0.6666 1.9570 4.4714 0.18 -0.39 -0.43
H -0.6519 2.9603 3.0715 -0.09 -0.62 -0.28
F 5.1825 -2.2588 -1.7596 -1.47 0.61 0.50
C 4.0000 -1.6323 -1.3898 0.77 0.11 0.16
C 3.7845 -1.2834 -0.0599 0.04 0.02 -0.35
C 2.6170 -0.5992 0.2886 0.07 -0.18 0.01
C 1.6598 -0.1880 -0.6795 1.19 -1.40 0.55
C 0.4799 0.5705 -0.2073 0.42 1.03 1.39
C -0.6780 0.6980 -1.0745 -1.91 -0.43 -0.11
C -1.5622 1.7622 -0.7642 0.16 -0.36 -0.12
C -2.7207 1.9780 -1.4932 -0.16 -0.31 -0.37
C -3.0351 1.1457 -2.5832 0.30 0.00 0.30
C -2.2152 0.0427 -2.8589 -0.06 -0.19 0.42
C -1.1031 -0.2570 -2.0562 0.11 0.61 0.66
C 1.9266 -0.5940 -2.0241 -0.18 -0.18 1.05
C 3.0754 -1.3158 -2.3630 -0.24 0.18 -0.16
H 4.5407 -1.5402 0.6785 -0.29 -0.01 -0.05
H 2.4156 -0.4753 1.3603 0.04 0.34 -0.62
H 0.7217 1.5187 0.3365 0.06 -0.92 -0.93
H -1.3733 2.3363 0.1519 0.07 -0.04 -0.59
H -3.4103 2.7615 -1.1907 0.13 -0.07 -0.11
H -3.9626 1.3026 -3.1539 0.60 -0.03 0.24
H -2.5004 -0.6511 -3.6500 0.04 0.14 0.24
H -0.6323 -1.2594 -2.1014 -0.15 0.96 -0.24
H 1.1969 -0.4248 -2.7966 0.10 0.34 -0.15
H 3.2524 -1.6311 -3.3874 -0.06 0.12 0.14
```
Forces are in eV/Å.